Record 1
# C3H8O2

A 2-piece molecular cluster, C3H8O2 overall (the ωB97M-V functional and the def2-TZVPD basis, the OMol25 dataset).

XYZ file:
```
13
Properties=species:S:1:pos:R:3:forces:R:3
C -2.107276 -0.038535 0.554502 -0.14 0.17 0.07
O -2.133347 0.043993 -0.642348 0.05 -0.06 -0.06
H -2.652578 -0.840035 1.086197 0.08 -0.04 0.01
H -1.571427 0.694188 1.179640 0.03 -0.07 -0.03
C 1.310985 0.673266 -1.042281 0.20 0.04 0.20
C 1.498998 -0.532194 -0.150891 -0.08 0.19 0.28
O 0.935595 -0.230745 1.137578 0.17 -0.13 0.06
H 0.258267 0.901599 -1.164290 -0.17 0.03 -0.03
H 1.746792 0.489920 -2.021436 0.02 -0.02 -0.12
H 1.812821 1.535800 -0.593979 -0.07 -0.06 -0.08
H 0.994678 -1.412620 -0.554971 0.07 -0.04 -0.13
H 2.564668 -0.745184 -0.031828 0.00 -0.10 -0.09
H 1.381723 -0.783046 1.790115 -0.16 0.10 -0.09
```
Positions in Å, forces in eV/Å.

Record 2
# C48H35F4MoN4Sb

C48H35F4MoN4Sb as an isolated structure (the ωB97M-V functional and the def2-TZVPD basis, the OMol25 dataset).

XYZ file:
```
93
Properties=species:S:1:pos:R:3:forces:R:3
Mo -0.001744 -1.344751 0.325430 2.20 -0.41 3.05
N -6.911844 0.814149 -6.840370 -0.10 0.03 -0.14
C -6.200244 0.407249 -6.036970 -0.54 0.28 -0.70
C -5.332144 -0.059151 -5.030270 0.77 -0.46 0.91
C -3.977644 -0.283151 -5.297270 -0.47 0.18 -0.16
C -3.135944 -0.663751 -4.278470 0.23 0.06 0.42
C -3.606144 -0.812051 -2.967670 -0.73 0.02 -0.64
C -4.975644 -0.653151 -2.730170 0.31 -0.17 0.13
C -5.829444 -0.284151 -3.743170 -0.05 0.10 -0.36
C -2.672944 -1.092951 -1.881070 1.11 -0.58 0.59
C -2.704744 -0.243851 -0.746070 -0.04 -0.11 -0.35
C -3.591244 0.811049 -0.472070 0.04 0.23 0.19
C -3.224244 1.346949 0.760030 -0.60 0.00 -0.39
C -2.127544 0.633349 1.188930 0.08 -0.95 -0.31
N -1.782744 -0.331351 0.280930 -1.07 1.09 0.47
C -1.754344 -2.154851 -2.054070 -0.81 0.79 0.37
C -1.768844 -3.108351 -3.084970 0.61 -0.80 -0.36
C -0.695844 -3.970751 -2.859770 -1.18 0.07 -0.79
C -0.071844 -3.531551 -1.715570 -0.10 1.25 0.84
N -0.705844 -2.444851 -1.192970 0.23 -1.38 -1.30
H -3.598944 -0.134951 -6.298970 0.01 0.00 -0.01
H -2.084544 -0.813251 -4.476870 0.06 0.04 -0.01
H -5.364544 -0.836351 -1.740270 -0.03 0.00 0.07
H -6.884744 -0.158051 -3.551970 -0.05 0.02 0.01
H -4.401544 1.144849 -1.087370 -0.08 0.13 -0.17
H -3.705444 2.153349 1.279130 -0.07 0.13 0.11
H -1.630844 0.699049 2.146330 0.14 0.11 -0.21
H -2.475444 -3.166451 -3.888770 -0.13 0.00 -0.14
H -0.411544 -4.818851 -3.452270 0.03 -0.13 -0.10
H 0.831556 -3.908451 -1.272570 0.05 0.02 0.12
F 6.787256 3.524849 1.878030 -0.04 -0.04 -0.01
C 5.572156 2.986749 1.670230 -0.26 -0.10 -0.02
C 4.801156 2.623949 2.760530 0.25 0.12 0.02
C 3.538756 2.102149 2.539430 -0.04 -0.07 0.01
C 3.047856 1.953449 1.250530 -0.52 -0.47 -0.06
C 3.862456 2.277149 0.173130 -0.07 -0.12 -0.07
C 5.125856 2.804149 0.373130 0.21 0.11 0.17
Sb 1.018756 1.274649 0.939930 0.42 0.85 -0.22
C 0.709656 2.419849 -0.864270 0.12 -0.44 0.38
C 1.289956 3.679749 -0.983070 0.00 -0.09 0.02
C 0.990056 4.501149 -2.052470 -0.09 0.07 -0.15
C 0.090756 4.051649 -3.003970 0.04 -0.19 0.23
F -0.219044 4.855349 -4.034470 -0.01 -0.04 -0.04
C -0.504644 2.807549 -2.908670 -0.04 0.24 -0.19
C -0.192344 1.996849 -1.829470 0.05 -0.12 0.06
C 0.078356 2.858449 2.099330 0.16 -0.63 -0.30
C 0.326756 3.048149 3.450830 -0.04 -0.06 -0.09
C -0.264444 4.098549 4.131030 -0.11 0.21 0.10
C -1.119744 4.943449 3.447930 0.13 -0.20 -0.09
F -1.682744 5.970549 4.107530 -0.02 0.02 -0.01
C -1.416544 4.750349 2.110830 -0.07 0.18 0.24
C -0.816444 3.697949 1.446830 -0.01 -0.01 0.01
H 5.184956 2.759849 3.760630 0.06 0.00 0.05
H 2.942156 1.797549 3.389530 0.05 0.06 0.05
H 3.510756 2.124549 -0.838170 0.02 0.01 -0.05
H 5.754956 3.085749 -0.456870 0.09 -0.01 -0.07
H 1.974556 4.033949 -0.224370 0.00 0.06 0.02
H 1.428156 5.482349 -2.144970 0.04 0.11 -0.05
H -1.210544 2.493949 -3.659970 -0.11 -0.04 -0.13
H -0.685944 1.033349 -1.741870 0.03 0.08 -0.04
H 0.974056 2.372449 3.993730 0.03 0.04 0.06
H -0.064144 4.269449 5.175730 -0.02 0.05 0.16
H -2.097644 5.412649 1.599730 -0.10 0.10 0.02
H -1.066444 3.534249 0.407430 0.02 0.06 0.01
C -0.720644 -1.318251 3.984430 0.02 0.02 -0.01
C -0.090944 -2.673551 3.988230 0.07 0.04 -0.39
C 0.052556 -3.399151 5.155130 0.05 -0.04 -0.03
C 0.622056 -4.660851 5.136430 0.02 -0.02 -0.08
C 1.034756 -5.207251 3.934630 -0.04 0.04 0.15
C 0.911056 -4.513651 2.742430 -0.15 0.42 -0.20
C 1.343856 -5.158151 1.461030 0.01 0.18 -0.03
C 0.362856 -3.209151 2.755330 0.05 -1.19 1.90
N 0.277556 -2.449651 1.649830 -0.24 1.47 -2.07
H -1.139044 -1.074551 4.957830 -0.04 0.01 0.07
H -1.514944 -1.292251 3.233130 0.06 0.15 0.08
H 0.025056 -0.553551 3.728230 -0.15 0.01 -0.08
H -0.284344 -2.973051 6.089030 -0.06 0.06 0.09
H 0.733356 -5.216451 6.052330 0.02 -0.11 0.15
H 1.466656 -6.197951 3.913330 0.03 -0.11 0.00
H 0.821156 -6.102751 1.309930 -0.01 -0.02 -0.05
H 2.413856 -5.365151 1.482530 0.05 -0.02 -0.09
H 1.127156 -4.492151 0.629830 0.10 -0.12 -0.03
F 5.256256 -2.208651 -2.934170 0.11 -0.04 -0.08
C 4.156356 -1.943051 -2.196070 -0.24 0.15 0.16
C 4.120556 -2.338251 -0.869770 0.15 0.06 -0.36
C 2.984256 -2.065251 -0.129270 -0.11 0.03 0.20
C 1.865056 -1.420251 -0.674970 -0.06 -0.06 -0.44
C 1.976156 -1.014751 -2.011770 -0.24 0.05 0.04
C 3.099656 -1.269051 -2.779270 0.46 -0.09 -0.06
H 4.972056 -2.853451 -0.448770 0.04 -0.03 0.06
H 2.945056 -2.383751 0.905530 0.09 -0.04 0.02
H 1.145256 -0.496951 -2.493270 0.06 -0.09 -0.01
H 3.165656 -0.970851 -3.816070 0.01 0.04 -0.06
```
Positions in Å, forces in eV/Å.

Values for molar mass, Da, ordered as above
76.09, 961.53
Values for DFT total energy, hartree, ordered as above
-269.53918, -2776.99949